Run i
DFT (ωB97M-V/def2-TZVPD) results for 8 unconnected molecules or ions with the total composition C16H48N4O8.

Computed properties:
SMILES: NC(N)=O.NC(N)=O.CC(C)O.CC(C)O.CC(C)O.CC(C)O.CO.CO
orbital gap: 7.98 eV
lowest unoccupied orbital energy: 0.0 eV
highest occupied orbital energy: -7.96 eV
2S+1: 1
net charge: 0

Cartesian coordinates (Å):
N (-26.22, 16.96, 4.33)
C (-26.88, 17.67, 5.24)
N (-27.92, 17.02, 5.70)
O (-26.59, 18.96, 5.53)
H (-25.38, 17.54, 3.95)
H (-26.19, 15.91, 4.16)
H (-28.57, 17.48, 6.39)
H (-28.05, 16.10, 5.40)
N (-29.55, 20.44, 5.59)
C (-29.05, 21.12, 6.57)
N (-27.81, 20.90, 6.83)
O (-29.79, 22.10, 7.34)
H (-30.58, 20.38, 5.45)
H (-29.05, 19.86, 5.00)
H (-27.42, 21.23, 7.71)
H (-27.35, 20.09, 6.37)
C (-27.93, 18.65, 11.55)
C (-26.76, 19.14, 12.35)
C (-27.30, 19.72, 13.68)
O (-26.03, 18.24, 12.67)
H (-28.28, 19.59, 11.20)
H (-28.67, 18.18, 12.15)
H (-27.52, 18.02, 10.75)
H (-25.99, 19.85, 11.96)
H (-27.91, 20.61, 13.38)
H (-26.52, 20.09, 14.39)
H (-27.89, 18.99, 14.18)
H (-25.20, 18.65, 13.01)
C (-25.94, 17.57, 8.74)
C (-24.72, 18.40, 8.86)
C (-24.38, 19.20, 7.60)
O (-24.77, 19.11, 9.87)
H (-26.87, 18.15, 8.59)
H (-26.12, 17.00, 9.59)
H (-25.93, 16.94, 7.91)
H (-23.95, 17.65, 8.99)
H (-23.45, 19.69, 7.88)
H (-25.09, 20.07, 7.42)
H (-24.25, 18.50, 6.77)
H (-24.16, 18.86, 10.51)
C (-31.57, 17.74, 5.33)
C (-30.97, 17.25, 4.06)
C (-31.82, 17.64, 2.86)
O (-29.78, 17.65, 3.70)
H (-31.91, 18.76, 5.36)
H (-30.90, 17.58, 6.18)
H (-32.52, 17.19, 5.50)
H (-30.85, 16.16, 4.10)
H (-32.80, 17.06, 2.80)
H (-31.39, 17.21, 1.97)
H (-31.97, 18.67, 2.58)
H (-29.18, 17.32, 4.39)
C (-27.73, 14.22, 7.94)
C (-28.05, 14.06, 9.46)
C (-28.80, 15.23, 10.00)
O (-28.65, 13.02, 9.67)
H (-27.24, 15.15, 7.78)
H (-28.61, 14.08, 7.28)
H (-27.13, 13.34, 7.76)
H (-27.07, 13.92, 9.94)
H (-29.94, 15.12, 9.87)
H (-28.59, 16.25, 9.59)
H (-28.76, 15.47, 11.12)
H (-28.04, 12.48, 10.14)
C (-30.04, 18.92, 8.84)
O (-29.20, 18.32, 7.86)
H (-31.08, 19.15, 8.64)
H (-29.47, 19.82, 9.19)
H (-30.06, 18.16, 9.71)
H (-28.44, 18.94, 7.61)
C (-26.16, 21.90, 9.41)
O (-26.83, 20.72, 9.32)
H (-26.75, 22.82, 9.11)
H (-25.34, 21.73, 8.71)
H (-25.82, 21.92, 10.39)
H (-26.21, 20.04, 9.34)

Run ii
DFT (ωB97M-V/def2-TZVPD) results for 8 unconnected molecules or ions with the total composition C16H48N4O8.

Computed properties:
SMILES: NC(N)=O.NC(N)=O.CC(C)O.CC(C)O.CC(C)O.CC(C)O.CO.CO
orbital gap: 8.81 eV
lowest unoccupied orbital energy: 0.3 eV
highest occupied orbital energy: -8.55 eV
2S+1: 1
net charge: 0

Cartesian coordinates (Å):
N (-0.52, 1.55, 3.69)
C (-0.72, 0.88, 2.56)
N (-0.02, 1.31, 1.57)
O (-1.60, -0.14, 2.46)
H (-1.13, 1.41, 4.50)
H (0.11, 2.32, 3.79)
H (-0.11, 0.97, 0.57)
H (0.42, 2.23, 1.69)
N (-1.80, 0.70, -0.76)
C (-0.74, 1.10, -1.41)
N (0.31, 0.33, -1.06)
O (-0.72, 2.16, -2.38)
H (-2.67, 1.16, -1.02)
H (-1.85, -0.11, -0.14)
H (1.23, 0.62, -1.43)
H (0.22, -0.62, -0.64)
C (-4.68, -1.02, 1.75)
C (-4.59, 0.42, 2.17)
C (-5.98, 1.10, 2.30)
O (-3.95, 0.67, 3.19)
H (-5.09, -1.00, 0.75)
H (-5.32, -1.63, 2.39)
H (-3.76, -1.60, 1.82)
H (-4.07, 1.00, 1.41)
H (-6.60, 0.78, 1.42)
H (-5.85, 2.19, 2.40)
H (-6.49, 0.75, 3.20)
H (-3.06, 0.28, 3.12)
C (-2.06, -2.26, -1.64)
C (-1.34, -2.76, -0.36)
C (-0.60, -4.04, -0.60)
O (-0.46, -2.05, 0.17)
H (-2.87, -1.58, -1.36)
H (-2.51, -3.14, -2.05)
H (-1.37, -1.73, -2.34)
H (-2.15, -3.02, 0.44)
H (-1.25, -4.78, -1.12)
H (-0.25, -4.41, 0.37)
H (0.33, -3.81, -1.17)
H (-0.26, -2.42, 1.01)
C (2.96, -3.33, -0.22)
C (2.84, -1.89, -0.44)
C (2.80, -1.01, 0.83)
O (3.74, -1.54, -1.17)
H (3.93, -3.57, 0.27)
H (2.79, -3.98, -1.05)
H (2.17, -3.57, 0.47)
H (1.94, -1.72, -1.07)
H (3.78, -1.05, 1.31)
H (2.09, -1.40, 1.52)
H (2.42, -0.03, 0.64)
H (3.50, -1.84, -2.05)
C (2.84, 2.87, 1.32)
C (1.92, 4.09, 1.46)
C (1.46, 4.51, 0.05)
O (0.88, 3.79, 2.14)
H (3.81, 3.19, 0.93)
H (2.52, 2.11, 0.60)
H (2.87, 2.36, 2.28)
H (2.44, 4.94, 1.97)
H (2.19, 4.98, -0.59)
H (0.66, 5.24, 0.10)
H (1.00, 3.73, -0.55)
H (0.32, 4.58, 2.01)
C (2.57, 1.83, -3.05)
O (2.97, 1.27, -1.79)
H (2.43, 0.99, -3.82)
H (3.31, 2.39, -3.55)
H (1.68, 2.47, -3.07)
H (3.79, 0.92, -1.99)
C (1.26, -1.96, -3.74)
O (2.36, -2.59, -3.28)
H (0.69, -2.70, -4.36)
H (1.56, -1.22, -4.37)
H (0.65, -1.62, -2.90)
H (2.72, -3.00, -4.11)

What should be chosen as the least stable of them? Choose run i.

Run i
DFT (ωB97M-V/def2-TZVPD) results for 2 unconnected molecules or ions with the total composition C5H14NO2.

Computed properties:
orbital gap: 7.07 eV
lowest unoccupied orbital energy: -6.1 eV
highest occupied orbital energy: -13.12 eV
2S+1: 1
net charge: +1

Cartesian coordinates (Å):
C (1.10, -0.35, -1.64)
C (-0.07, -0.28, -0.66)
C (0.04, 1.00, 0.22)
C (-1.43, 0.66, 1.35)
C (-1.15, 1.86, 0.65)
O (-1.96, 2.18, -0.43)
N (0.06, -1.49, 0.19)
H (1.15, 0.62, -2.15)
H (2.07, -0.35, -1.13)
H (1.09, -1.23, -2.27)
H (-1.04, -0.32, -1.17)
H (0.81, 0.98, 1.00)
H (0.55, 1.68, -0.49)
H (-2.32, 0.17, 0.98)
H (-1.22, 0.60, 2.41)
H (-0.90, 2.80, 1.14)
H (0.61, -2.24, -0.21)
H (-2.76, 2.66, -0.22)
H (-0.85, -1.86, 0.45)
H (2.70, -2.67, 1.35)
H (3.19, -3.51, 0.18)
O (2.66, -2.75, 0.39)

Run ii
DFT (ωB97M-V/def2-TZVPD) results for 3 unconnected molecules or ions with the total composition C5H14NO2.

Computed properties:
orbital gap: 9.16 eV
lowest unoccupied orbital energy: -4.5 eV
highest occupied orbital energy: -13.66 eV
2S+1: 1
net charge: +1

Cartesian coordinates (Å):
C (-2.82, -0.11, 0.48)
C (-1.84, -1.30, 0.75)
C (-0.56, -1.20, 0.00)
C (-0.32, -1.75, -1.24)
C (0.49, 0.29, 1.62)
N (0.48, -0.36, 0.51)
H (-3.11, -0.14, -0.57)
H (-3.73, -0.23, 1.01)
H (-2.34, 0.88, 0.68)
H (-1.65, -1.40, 1.83)
H (-2.34, -2.25, 0.47)
H (-1.05, -2.40, -1.73)
H (0.65, -1.56, -1.70)
H (1.37, 0.92, 1.90)
H (-0.41, 0.29, 2.31)
H (1.31, -0.26, -0.18)
H (3.02, 3.44, -0.42)
H (1.91, 3.39, -1.45)
O (2.36, 2.85, -0.74)
H (2.67, 1.07, -1.08)
H (3.39, -0.32, -1.31)
O (2.52, 0.15, -1.16)

Run iii
DFT (ωB97M-V/def2-TZVPD) results for 2 unconnected molecules or ions with the total composition C5H14NO2.

Computed properties:
orbital gap: 10.65 eV
lowest unoccupied orbital energy: -3.1 eV
highest occupied orbital energy: -13.78 eV
2S+1: 1
net charge: +1

Cartesian coordinates (Å):
C (-0.43, 2.54, -1.68)
C (-1.39, -2.88, 0.93)
C (0.02, 1.00, 0.57)
C (-0.10, 1.12, -0.91)
C (0.13, -2.69, 0.57)
N (1.41, 0.96, 1.16)
O (1.16, 0.54, -1.39)
O (0.68, -1.78, 1.11)
H (-0.75, 2.13, -2.63)
H (0.47, 3.01, -1.81)
H (-1.07, 3.21, -1.26)
H (-2.06, -3.78, 0.80)
H (-1.32, -2.59, 2.06)
H (-1.84, -2.02, 0.41)
H (-0.48, 1.65, 1.33)
H (-0.84, 0.33, -1.17)
H (0.47, -3.50, -0.11)
H (1.73, 0.18, 0.53)
H (1.40, 0.39, 1.99)
H (2.01, 1.90, 1.05)
H (1.25, 0.39, -2.42)
H (-0.46, -0.11, 0.88)

What should be chosen as the least stable of them? Choose run i.

Run i
DFT (ωB97M-V/def2-TZVPD) results for 2 unconnected molecules or ions with the total composition C5H14NO2.

Computed properties:
orbital gap: 11.65 eV
lowest unoccupied orbital energy: -2.9 eV
highest occupied orbital energy: -14.51 eV
2S+1: 1
net charge: +1

Cartesian coordinates (Å):
O (-0.29, 2.28, -0.33)
C (-1.05, 1.18, 0.10)
C (-0.17, 0.35, 1.02)
N (0.87, -0.33, 0.14)
C (0.41, -1.75, 0.00)
C (-0.24, -2.11, 1.30)
C (-0.98, -0.80, 1.66)
H (-0.51, 2.58, -1.22)
H (-1.94, 1.52, 0.60)
H (-1.37, 0.49, -0.67)
H (0.29, 0.91, 1.82)
H (0.98, 0.11, -0.78)
H (1.78, -0.27, 0.55)
H (1.21, -2.39, -0.35)
H (-0.31, -1.72, -0.82)
H (0.52, -2.36, 2.05)
H (-0.95, -2.92, 1.21)
H (-2.00, -0.79, 1.28)
H (-1.02, -0.68, 2.74)
H (0.64, 0.74, -3.67)
H (1.97, 1.24, -3.15)
O (1.18, 0.78, -2.87)

Run ii
DFT (ωB97M-V/def2-TZVPD) results for 3 unconnected molecules or ions with the total composition C5H14NO2.

Computed properties:
orbital gap: 4.63 eV
lowest unoccupied orbital energy: -8.3 eV
highest occupied orbital energy: -12.91 eV
2S+1: 1
net charge: +1

Cartesian coordinates (Å):
O (-2.09, -0.56, 1.33)
C (-0.89, -0.06, 1.28)
C (-0.08, -0.02, 0.11)
C (1.31, 0.50, 0.09)
C (2.42, -0.58, 0.13)
C (3.77, 0.04, -0.20)
N (-0.82, -0.03, -1.16)
H (-0.43, 0.20, 2.22)
H (1.59, 0.83, -2.73)
H (1.35, 1.36, 0.89)
H (1.40, 0.90, -0.92)
H (2.50, -1.00, 1.20)
H (2.09, -1.41, -0.54)
H (3.98, 0.81, 0.47)
H (3.83, 0.50, -1.29)
H (4.59, -0.74, -0.13)
H (-0.17, 0.53, -1.96)
H (-0.99, -0.97, -1.50)
H (-1.73, 0.47, -1.01)
H (-4.18, 0.96, -0.58)
H (-3.23, -0.29, 0.05)
O (-3.40, 0.41, -0.65)

What should be chosen as the least stable of them? Choose run ii.

Run i
DFT (ωB97M-V/def2-TZVPD) results for a gas-phase ion, C7H12N3 (charge +1).

Computed properties:
SMILES: CN1C=CN2CCC[NH+]=C12
orbital gap: 10.23 eV
lowest unoccupied orbital energy: -2.6 eV
highest occupied orbital energy: -12.81 eV
2S+1: 1
net charge: +1

Cartesian coordinates (Å):
C (1.33, 0.18, 2.52)
N (0.36, -0.23, 1.56)
C (-0.53, -1.32, 1.85)
C (-1.27, -1.50, 0.77)
N (-0.78, -0.64, -0.23)
C (-1.20, -0.62, -1.63)
C (-0.73, 0.79, -2.15)
C (0.77, 1.11, -1.76)
N (0.78, 1.16, -0.32)
C (0.18, 0.16, 0.36)
H (1.21, 1.18, 2.90)
H (1.36, -0.45, 3.35)
H (2.35, -0.14, 2.05)
H (-0.57, -1.79, 2.87)
H (-2.08, -2.23, 0.60)
H (-2.26, -0.91, -1.60)
H (-0.66, -1.33, -2.20)
H (-0.81, 0.87, -3.26)
H (-1.31, 1.64, -1.64)
H (1.24, 0.20, -2.07)
H (1.28, 2.00, -2.08)
H (1.34, 1.87, 0.08)

Run ii
DFT (ωB97M-V/def2-TZVPD) results for a molecular structure, C7H12N3.

Computed properties:
orbital gap (spin up / spin down): 8.68 / 8.68 eV
lowest unoccupied orbital energy (spin up / spin down): -4.4 / -4.4 eV
highest occupied orbital energy (spin up / spin down): -13.03 / -13.03 eV
2S+1: 1
net charge: +1

Cartesian coordinates (Å):
C (-1.67, -2.82, -2.48)
C (-2.27, -1.53, -2.73)
C (-1.24, -2.66, -1.11)
C (0.33, 2.12, 2.44)
C (1.74, 2.64, 2.30)
C (1.00, 2.11, 1.12)
C (0.60, -0.06, 0.06)
N (0.62, -0.96, -0.87)
N (1.46, 0.87, 0.45)
N (-2.53, -2.03, -1.53)
H (-1.85, -3.66, -3.04)
H (-2.94, -1.12, -3.46)
H (-1.30, -3.60, -0.51)
H (-0.20, -1.83, -0.80)
H (0.06, 1.19, 3.02)
H (-0.36, 2.81, 2.58)
H (1.68, 3.73, 2.41)
H (2.56, 2.04, 2.64)
H (0.77, 2.90, 0.27)
H (-0.34, -0.08, 0.65)
H (1.48, -0.99, -1.40)
H (2.38, 0.94, 0.00)

Run iii
DFT (ωB97M-V/def2-TZVPD) results for a gas-phase ion, C7H12N3 (charge +1).

Computed properties:
SMILES: N[C@H]1C=CN=C[C@@H]1[NH+]1CC1
orbital gap: 9.20 eV
lowest unoccupied orbital energy: -3.3 eV
highest occupied orbital energy: -12.51 eV
2S+1: 1
net charge: +1

Cartesian coordinates (Å):
N (0.45, -2.12, -0.02)
C (0.98, -0.85, 0.36)
C (2.37, -0.53, 0.12)
C (2.73, 0.73, -0.15)
N (1.89, 1.81, 0.03)
C (0.62, 1.70, -0.10)
C (0.03, 0.40, -0.53)
N (-1.39, -0.04, -0.33)
C (-2.64, 0.73, -0.46)
C (-2.17, 0.34, 0.84)
H (0.45, -2.70, 0.79)
H (0.90, -2.56, -0.77)
H (0.76, -0.82, 1.43)
H (2.96, -1.33, 0.30)
H (3.57, 1.02, -0.66)
H (0.07, 2.66, 0.13)
H (0.38, 0.19, -1.60)
H (-1.35, -1.04, -0.54)
H (-3.52, 0.29, -0.86)
H (-2.48, 1.70, -0.77)
H (-1.75, 1.04, 1.57)
H (-2.84, -0.63, 1.22)

What should be chosen as the least stable of them? Choose run ii.